(1)
C10H17BGdN2O2 as an isolated structure at a distorted geometry, computed with ωB97M-V/def2-TZVPD.

```
33
Properties=species:S:1:pos:R:3
C 3.0527 -2.4826 1.5698
C 2.5696 -2.5570 0.0190
O 3.2890 -1.5633 -0.6482
B 2.5573 -0.3480 -0.9686
O 2.7441 0.1248 -2.2503
C 1.6178 0.5045 0.0396
C 1.9427 1.9570 -0.2349
N 1.8985 3.0479 -0.5205
C 0.0580 0.2114 -0.0451
C -0.2664 -0.4901 -1.3715
N -0.8776 -0.9244 -2.2196
C -0.8438 1.4687 0.1770
C -2.2629 1.1497 0.7188
C -3.0248 0.0889 -0.1430
C -3.1090 2.5025 0.6038
H 2.9045 -3.5101 1.9642
H 4.1260 -2.2064 1.5787
H 2.4603 -1.7334 2.1213
H 2.9065 -3.5367 -0.4019
H 1.4710 -2.5034 -0.1058
H 2.2643 -0.5050 -2.8302
H 1.9554 0.2457 1.0685
H -0.1684 -0.5122 0.7708
H -0.3681 2.1553 0.9102
H -0.8771 2.0398 -0.7774
H -2.2944 0.8747 1.7902
H -2.6040 -0.9677 0.0475
H -4.1348 0.1184 0.1672
H -2.9614 0.3995 -1.2466
H -3.8194 2.3871 -0.2489
H -3.7243 2.6864 1.5022
H -2.4504 3.3545 0.3538
Gd -4.0309 -1.4766 -1.3901
```

Calculated values
- 2S+1 = 8
- F_max (eV Å⁻¹) = 4.18
- net charge = +3
- LUMO level (spin up / spin down) (eV) = -14.55 / -12.28
- E_tot (Eh) = -1440.50106

Results of the Löwdin charge analysis, in e, for atoms 1 through 2: 0.08 -0.11

(2)
A 2-piece molecular cluster, C10H17N overall at a distorted geometry, computed with ωB97M-V/def2-TZVPD.

```
28
Properties=species:S:1:pos:R:3
C 2.2388 1.3909 2.7594
C 2.6777 0.6364 1.6905
C 2.5864 1.1894 0.3152
C 1.7360 2.2579 0.2017
C 1.2476 2.8293 1.3471
C -1.2959 -1.0448 -0.8371
C -2.1641 0.2738 -0.6851
C -0.9410 -1.4641 0.5201
C -0.0902 -1.0650 -1.8793
C -2.0956 -2.1468 -1.3110
H 2.3884 1.0613 3.7727
H 3.2946 -0.2347 1.6792
H 3.2064 0.7069 -0.3634
H 1.7108 2.9159 -0.7225
H 0.5541 3.6180 1.1511
H -2.8998 0.0934 0.0909
H -1.4007 0.9462 -0.1914
H -2.7325 0.6484 -1.5203
H -0.9407 -2.6542 0.2974
H 0.0357 -0.8192 0.6854
H -1.8511 -1.0112 1.3101
H 0.1777 -2.1560 -2.3069
H 1.0645 -0.5764 -1.6848
H -0.6728 -0.6237 -2.6831
H -2.9137 -1.7311 -2.1460
H -1.4136 -3.0068 -1.7676
H -2.8813 -2.4641 -0.3773
N 1.3745 2.4303 2.6553
```

Calculated values
- relative energy (zero: lowest compared OMol25 entry of this formula, charge and spin) (kcal per mole) = 142.3
- F_max (eV Å⁻¹) = 6.63
- structure (SMILES) = CC(C)(C)C.c1ccncc1
- LUMO level (eV) = 0.62
- E_tot (Eh) = -445.80047

Results of the Löwdin charge analysis, in e, for atoms 1 through 2: -0.17 -0.05

(3)
C10H17N as an isolated structure at a distorted geometry, computed with ωB97M-V/def2-TZVPD.

```
28
Properties=species:S:1:pos:R:3
C -0.2319 -0.1401 0.8569
C -0.3212 -0.2278 2.1674
C -3.1233 -0.6011 0.2515
C 0.2709 -0.7169 -0.4139
C -0.7100 0.4279 -0.3658
C -0.1950 -2.1048 -0.8130
C 2.7182 -0.8965 0.1836
C 0.0160 2.7799 0.0709
C 1.7020 -0.4072 -0.8441
C -0.6118 1.8079 -0.9275
N -2.5440 -0.1726 -0.7529
H -0.9306 0.4484 2.7487
H 0.2536 -0.9547 2.7222
H -4.1584 -0.9174 0.1379
H -2.7046 -0.7042 1.2585
H -0.3395 -2.1548 -1.8910
H -1.1374 -2.3464 -0.3318
H 0.5423 -2.8518 -0.5221
H 2.5785 -1.9515 0.3936
H 2.6033 -0.3484 1.1142
H 3.7289 -0.7510 -0.1808
H 0.0716 3.7778 -0.3553
H 1.0251 2.4642 0.3388
H -0.5766 2.8228 0.9790
H 1.8886 -0.8852 -1.8076
H 1.8268 0.6682 -0.9772
H -0.0268 1.7842 -1.8531
H -1.6149 2.1512 -1.1871
```

Calculated values
- relative energy (zero: lowest compared OMol25 entry of this formula, charge and spin) (kcal per mole) = 114.0
- F_max (eV Å⁻¹) = 3.93
- LUMO level (eV) = 0.89
- E_tot (Eh) = -445.84559

Results of the Löwdin charge analysis, in e, for atoms 1 through 2: -0.23 0.08